C36H19BrF8N3O2RhSbSe | wB97M-V/def2-TZVPD

Calculated values
**Expectation value of S²**: 6.057
**Lowest unoccupied orbital energy (alpha / beta)**: -3.351 / -6.483 eV

ORCA input file:
```
! wB97M-V def2-TZVPD RIJCOSX def2/J DEFGRID3
* xyz 1 5
Rh -1.2340 -1.9141 0.4150
F -0.8927 6.8953 -3.6650
C -0.8080 5.7120 -3.0608
C -1.4666 5.5303 -1.8549
C -1.3872 4.2947 -1.2392
C -0.6299 3.2806 -1.8194
C 0.0003 3.4725 -3.0455
C -0.0755 4.7063 -3.6690
Sb -0.3322 1.4103 -0.8119
C 0.3763 2.1099 1.0856
C -0.4792 2.8173 1.9239
C -0.0119 3.3107 3.1299
C 1.3054 3.0750 3.4835
F 1.7495 3.5371 4.6507
C 2.1681 2.3634 2.6678
C 1.6941 1.8778 1.4610
C 1.2634 0.5911 -1.9892
C 2.5226 1.1760 -2.0176
C 3.5494 0.5455 -2.7046
C 3.2865 -0.6522 -3.3461
F 4.2860 -1.2742 -3.9754
C 2.0312 -1.2352 -3.3471
C 1.0133 -0.6019 -2.6546
H -2.0281 6.3464 -1.4219
H -1.9129 4.1290 -0.3084
H 0.5615 2.6718 -3.5103
H 0.4149 4.8968 -4.6135
H -1.5118 2.9958 1.6581
H -0.6562 3.8731 3.7918
H 3.1916 2.1963 2.9750
H 2.3563 1.3186 0.8151
H 2.7107 2.1168 -1.5137
H 4.5460 0.9644 -2.7424
H 1.8701 -2.1706 -3.8657
H 0.0285 -1.0506 -2.6182
F -2.7823 -3.2278 2.3692
C -3.1606 -1.9441 2.4788
C -2.6779 -1.0452 1.5292
C -3.1581 0.2441 1.6312
F -2.8219 1.1707 0.6981
C -3.9916 0.6598 2.6528
F -4.3808 1.9301 2.7191
C -4.4121 -0.2556 3.6047
F -5.2080 0.1261 4.5846
C -4.0011 -1.5796 3.5111
F -4.4095 -2.4659 4.4064
Se 0.1024 -4.9946 -1.6494
N -1.3590 -5.2213 -2.6375
C -2.2000 -4.2097 -2.4531
C -3.4938 -3.9966 -2.9554
C -4.1652 -2.8280 -2.5778
C -3.6023 -1.8980 -1.7294
N -2.3483 -2.0751 -1.2270
C -1.6884 -3.1950 -1.5746
N -0.4806 -3.3731 -1.0404
H -3.9570 -4.7307 -3.5991
H -5.1581 -2.6358 -2.9583
H -4.1110 -0.9836 -1.4590
Br 6.7596 -3.5099 2.6522
C 5.0038 -2.8806 2.3474
C 4.7979 -1.8800 1.4060
C 3.5084 -1.4686 1.1315
C 2.4321 -2.0272 1.8207
C 2.6567 -3.0095 2.7822
C 3.9432 -3.4432 3.0443
C 1.0581 -1.6672 1.4369
O 0.8483 -0.9083 0.4358
O 0.0515 -2.1608 2.0252
H 5.6382 -1.4429 0.8851
H 3.3284 -0.7282 0.3631
H 1.8163 -3.4393 3.3107
H 4.1232 -4.2215 3.7721
*
```

Atom charges from the natural (NBO) analysis, given in e for atoms 1 to 8: 1.2267, -0.2959, 0.4440, -0.2698, -0.2238, -0.3088, -0.2315, -0.2726



C36H19F5O8S | wB97M-V/def2-TZVPD

Calculated values
**Lowest unoccupied orbital energy**: -2.255 eV
**SMILES string**: O=C1C=CC(=O)C(S(=O)(=O)C(F)(F)C(F)(F)F)=C1.O=C1c2ccccc2C(=O)c2ccccc21.O=C1c2ccccc2C(=O)c2ccccc21

ORCA input file:
```
! wB97M-V def2-TZVPD RIJCOSX def2/J DEFGRID3
* xyz 0 1
O -2.9299 -3.7087 1.0696
C -2.6763 -2.6867 0.3850
C -3.6995 -2.0981 -0.7101
C -3.1663 -1.4714 -1.8700
C -1.5581 -1.4025 -1.9564
O -1.0295 -1.5074 -3.0799
C -0.7946 -1.2471 -0.5750
S 0.7719 -0.2363 -0.3336
O 1.7582 -1.1969 0.3104
O 0.4294 0.8053 0.6955
C 1.4355 0.4510 -1.9321
F 0.3875 1.0386 -2.6658
F 1.9026 -0.6543 -2.7138
C 2.6659 1.4687 -1.7809
F 3.9197 0.9238 -2.0726
F 2.7498 2.1159 -0.5416
F 2.4504 2.5006 -2.7458
C -1.3102 -1.8686 0.5934
H -4.8292 -2.1967 -0.5235
H -3.8508 -1.0263 -2.6686
H -0.7813 -1.7363 1.5890
O -1.8703 -9.8421 5.9642
C -1.7804 -8.6462 5.7468
C -2.0176 -8.1089 4.3873
C -2.3672 -8.9785 3.3536
C -2.6302 -8.4776 2.0835
C -2.5467 -7.1081 1.8413
C -2.1818 -6.2409 2.8646
C -1.9103 -6.7401 4.1386
C -1.5051 -5.8105 5.2171
O -1.3584 -4.6219 4.9868
C -1.2874 -6.3446 6.5806
C -0.9402 -5.4735 7.6141
C -0.7663 -5.9603 8.9046
C -0.9389 -7.3174 9.1678
C -1.2709 -8.1904 8.1375
C -1.4409 -7.7066 6.8396
H -2.4391 -10.0455 3.5375
H -2.9063 -9.1548 1.2818
H -2.7645 -6.7164 0.8530
H -2.1137 -5.1767 2.6680
H -0.8091 -4.4146 7.4161
H -0.5002 -5.2807 9.7076
H -0.8123 -7.6951 10.1772
H -1.4007 -9.2469 8.3490
O -0.2592 7.3165 -3.3073
C 0.7844 7.5282 -3.9005
C 0.8220 8.4697 -5.0432
C -0.3434 9.1339 -5.4280
C -0.3085 10.0488 -6.4739
C 0.8889 10.3052 -7.1382
C 2.0481 9.6324 -6.7689
C 2.0159 8.7084 -5.7243
C 3.2517 7.9838 -5.3501
O 4.2816 8.1521 -5.9803
C 3.2189 7.0580 -4.1956
C 4.3855 6.3962 -3.8103
C 4.3726 5.5505 -2.7070
C 3.1962 5.3630 -1.9848
C 2.0286 6.0098 -2.3747
C 2.0358 6.8552 -3.4848
H -1.2779 8.9424 -4.9107
H -1.2148 10.5677 -6.7689
H 0.9179 11.0288 -7.9463
H 2.9769 9.8324 -7.2934
H 5.3061 6.5421 -4.3660
H 5.2818 5.0397 -2.4065
H 3.1894 4.7101 -1.1183
H 1.1149 5.8566 -1.8093
*
```

Atom charges from the natural (NBO) analysis, given in e for atoms 1 to 8: -0.4849, 0.5205, -0.2576, -0.2387, 0.5116, -0.4726, -0.3103, 1.9396